Model i:
The following is a quantum chemistry calculation of C33H27F3LiNO4P as an isolated structure, from the OMol25 dataset.

The value obtained for the LUMO energy is 2.36 eV.

Geometry as ORCA input:
```
! RIJCOSX wB97M-V def2-TZVPD def2/J DEFGRID3
* xyz -1 1
Li -1.77822 1.35724 -0.12879
C 2.50545 -3.34830 -3.61705
C 1.05404 -3.36520 -4.07960
C 0.55642 -4.79522 -4.21105
C -0.90691 -4.83098 -4.60465
C -1.72648 -4.06485 -3.60798
C -3.03961 -4.38610 -3.34830
C -3.77227 -3.63701 -2.43617
F -5.06460 -3.98960 -2.22280
C -3.23422 -2.57610 -1.76835
C -1.89823 -2.23856 -2.01141
C -1.33996 -1.06737 -1.28771
O -1.99076 -0.55398 -0.37864
C -0.02752 -0.65666 -1.73844
C 0.63895 -1.46124 -2.59979
N 0.18168 -2.61565 -3.15284
C -1.14231 -2.98013 -2.92245
C 0.71439 0.60860 -1.29490
O 1.92208 0.67339 -1.56752
O 0.03898 1.42878 -0.62318
H 3.06213 -4.11520 -4.15771
H 2.56693 -3.56656 -2.54962
H 2.99768 -2.39560 -3.79560
H 0.98810 -2.88467 -5.06454
H 0.70290 -5.31105 -3.25593
H 1.17421 -5.30504 -4.95300
H -1.27224 -5.85732 -4.67344
H -1.02144 -4.38491 -5.59896
H -3.51553 -5.21565 -3.85637
H -3.80134 -1.97966 -1.06775
H 1.63900 -1.14857 -2.86182
F -2.99246 1.99072 -2.72061
C -3.33733 2.24561 -1.33362
F -3.35564 3.70051 -1.30717
H -4.42519 2.05008 -1.38117
O -1.56778 1.69108 1.73068
P -0.17505 1.94129 2.21753
C -0.19181 2.05738 4.02742
C 0.95002 1.86419 4.80179
C 0.88691 1.96153 6.18309
C -0.32722 2.23730 6.80045
C -1.47107 2.40606 6.03557
C -1.40708 2.31405 4.65149
C 0.50944 3.50787 1.63707
C 1.56117 4.14454 2.29311
C 2.04766 5.35884 1.83243
C 1.46751 5.95442 0.72191
C 0.40091 5.33892 0.08218
C -0.08054 4.11933 0.53268
C 0.99815 0.61282 1.88889
C 0.55326 -0.69435 2.07840
C 1.42064 -1.75427 1.87651
C 2.73547 -1.51419 1.49288
C 3.17321 -0.21669 1.28771
C 2.30332 0.84913 1.47905
H 1.88919 1.60438 4.32693
H 1.77879 1.80810 6.77673
H -0.38379 2.30766 7.87976
H -2.42208 2.60528 6.51364
H -2.29226 2.43230 4.03896
H 2.00606 3.69545 3.17196
H 2.87115 5.84047 2.34467
H 1.84183 6.90386 0.35912
H -0.06640 5.80129 -0.77693
H -0.91828 3.66753 0.01845
H -0.47943 -0.87929 2.34683
H 1.06971 -2.77003 2.00852
H 3.41069 -2.34572 1.32909
H 4.18006 -0.02977 0.93856
H 2.62700 1.85547 1.25181
*
```



Model ii:
The following is a quantum chemistry calculation of C33H27F3LiNO4P as an isolated structure, from the OMol25 dataset.

The value obtained for the LUMO energy is 2.23 eV.

Geometry as ORCA input:
```
! RIJCOSX wB97M-V def2-TZVPD def2/J DEFGRID3
* xyz -1 1
Li -2.08596 0.81292 -1.08125
C 3.55832 5.66349 -1.93597
C 4.07663 4.37130 -1.31918
C 5.31413 3.89383 -2.06210
C 5.83770 2.59970 -1.47130
C 4.75277 1.56107 -1.48763
C 5.04664 0.21795 -1.56559
C 4.02350 -0.72327 -1.56860
F 4.36863 -2.03397 -1.63998
C 2.71047 -0.36173 -1.50644
C 2.38961 0.99727 -1.43241
C 0.95105 1.36963 -1.35099
O 0.09406 0.50106 -1.51202
C 0.70234 2.76391 -1.06595
C 1.74739 3.62336 -1.10245
N 3.05097 3.30676 -1.33395
C 3.40077 1.96207 -1.42364
C -0.67042 3.34958 -0.69624
O -0.73801 4.58408 -0.65965
O -1.55617 2.50406 -0.42245
H 4.39516 6.35032 -2.06671
H 2.81556 6.16610 -1.32244
H 3.11446 5.46671 -2.91220
H 4.35488 4.55760 -0.27302
H 6.06730 4.68255 -2.01889
H 5.05512 3.74339 -3.11524
H 6.16812 2.77619 -0.44154
H 6.70667 2.23556 -2.02264
H 6.07552 -0.11521 -1.62344
H 1.90912 -1.08643 -1.51037
H 1.51152 4.66395 -0.93606
F -5.05705 -0.22924 -1.84482
C -4.29800 0.88668 -1.23279
F -4.93006 2.01081 -1.83959
H -4.80102 0.88615 -0.23950
O -2.04072 -1.21600 -0.86537
P -2.12485 -1.90555 0.45026
C -3.43065 -3.13851 0.47365
C -4.58277 -2.81964 -0.24561
C -5.64681 -3.71146 -0.24095
C -5.56326 -4.90476 0.46183
C -4.41124 -5.22256 1.16914
C -3.34348 -4.33735 1.17382
C -2.44621 -0.80883 1.84326
C -3.35690 -1.12239 2.84953
C -3.58818 -0.22483 3.88236
C -2.92824 0.99506 3.89994
C -2.03031 1.31764 2.89181
C -1.77767 0.41325 1.87474
C -0.56784 -2.73852 0.83813
C 0.22961 -3.11216 -0.24228
C 1.45744 -3.71720 -0.02380
C 1.89333 -3.95252 1.27349
C 1.10543 -3.58035 2.35229
C -0.12226 -2.96830 2.13498
H -4.65120 -1.88821 -0.80240
H -6.54444 -3.46547 -0.79321
H -6.39806 -5.59399 0.45655
H -4.34314 -6.15656 1.71086
H -2.44095 -4.58603 1.71913
H -3.90378 -2.05612 2.81462
H -4.30470 -0.46788 4.65697
H -3.13185 1.70700 4.68952
H -1.54666 2.28453 2.87063
H -1.08828 0.69570 1.09058
H -0.10702 -2.88407 -1.24597
H 2.08471 -3.98377 -0.86447
H 2.85889 -4.41174 1.44169
H 1.45327 -3.74891 3.36336
H -0.72299 -2.64775 2.97793
*
```



Most stable structure, least stable structure: model i, model ii.